(1)
ORCA calculation (the ωB97M-V functional and the def2-TZVPD basis) on a cluster of 3 separate species, C37H50BrN6O6S2 in total.

lowest unoccupied orbital energy: -3.75 eV
E_HOMO: -9.4 eV
Kohn-Sham gap: 0.20857 hartree
E_tot: -5588.875535 Ha
net charge: +1

Atoms and positions in Å:
C1 7.20497 4.06789 2.58297
C2 8.10188 5.17962 1.77779
C3 7.24049 6.24308 0.87319
C4 5.81647 6.72714 1.60290
C5 4.61530 5.96896 0.78429
C6 3.15022 5.99153 1.51934
C7 1.94926 5.87450 0.36068
N1 1.84574 4.44658 -0.21651
N2 2.56137 3.47307 0.44612
C8 1.84952 2.87087 1.45356
O1 1.33437 2.58590 2.68245
C9 1.11821 4.29939 -1.36579
N3 0.44814 5.51677 -1.96340
C10 -0.18688 4.98077 -3.22376
Br1 -1.17562 6.18048 -4.47464
N4 0.15366 3.50780 -3.24275
C11 -0.37044 2.81967 -4.47768
O2 -1.65095 2.11735 -4.32047
C12 -2.79471 3.03585 -4.22682
C13 -4.14825 2.07158 -4.10801
N5 0.90393 3.01080 -2.15055
C14 1.35683 1.59488 -1.93170
C15 0.24706 0.42334 -2.21018
C16 -1.15874 0.55191 -1.39680
S1 -1.11907 1.57475 0.16493
C17 -1.63466 0.37120 1.55694
S2 -0.43814 -0.21907 2.64093
N6 -3.04281 -0.14133 1.76136
C18 -2.89695 -1.56137 2.30509
C19 -2.39690 -2.78006 1.27665
C20 -2.16177 -4.34056 1.73253
C21 -2.46983 -4.72522 3.30033
C22 -2.95442 -3.55621 4.34811
C23 -3.18826 -1.98884 3.88534
C24 -3.86618 0.73682 2.67655
C25 -3.32782 1.99512 3.57834
C26 -4.34151 2.83738 4.57176
C27 -5.97333 2.50792 4.72604
C28 -6.53421 1.25622 3.77430
C29 -5.49996 0.39719 2.78656
H1 6.72922 4.59151 3.53563
H2 7.95080 3.22954 2.96141
H3 6.31210 3.61942 1.93345
H4 8.79472 4.57721 1.02655
H5 8.81198 5.80302 2.47751
H6 6.93805 5.73257 -0.15376
H7 7.83420 7.22009 0.61806
H8 5.74444 7.91277 1.49203
H9 5.83318 6.49617 2.76426
H10 4.88440 4.83896 0.58944
H11 4.47550 6.47876 -0.28513
H12 3.01752 5.22392 2.39320
H13 3.01291 7.06969 2.00934
H14 2.28534 6.66305 -0.47068
H15 0.93941 6.18784 0.86501
H16 -0.45921 3.49701 -5.43197
H17 0.43250 1.98122 -4.75721
H18 -2.89528 3.78761 -5.11820
H19 -2.70434 3.57044 -3.16437
H20 -3.90681 1.06978 -3.51683
H21 -4.89374 2.68397 -3.40943
H22 -4.57756 1.85794 -5.17585
H23 2.23342 1.40277 -2.72082
H24 1.82472 1.35502 -0.88712
H25 -0.03230 0.28123 -3.36043
H26 0.74347 -0.60828 -1.88772
H27 -1.46203 -0.55494 -1.06682
H28 -2.07777 0.93730 -2.03652
H29 -2.20250 -2.50778 0.13150
H30 -1.78793 -5.17311 0.96335
H31 -2.31345 -5.83299 3.68202
H32 -3.14915 -3.80229 5.49263
H33 -3.51450 -1.19806 4.68623
H34 -2.20543 2.32325 3.53494
H35 -3.97003 3.75780 5.23483
H36 -6.68442 3.13071 5.44280
H37 -7.68433 1.01677 3.88398
H38 -6.01924 -0.46677 2.16150
O3 -5.10088 -6.43124 -0.05079
C30 -4.23258 -7.25673 -0.28058
O4 -3.00968 -6.96049 -0.81061
C31 -2.29483 -8.17282 -1.04518
C32 -2.92520 -9.18970 -0.13002
C33 -4.36158 -8.73506 -0.07062
H39 -2.40064 -8.44198 -2.10136
H40 -1.23430 -8.02471 -0.82165
H41 -2.80586 -10.21790 -0.48175
H42 -2.47619 -9.11924 0.86820
H43 -4.95710 -9.16082 -0.88295
H44 -4.81306 -8.95770 0.89892
O5 0.08181 -8.33383 -2.44367
C34 1.09481 -7.66560 -2.56807
O6 1.38042 -6.89637 -3.65936
C35 2.68826 -6.34477 -3.51415
C36 2.97094 -6.37556 -2.03494
C37 2.22055 -7.60195 -1.58074
H45 3.39208 -6.95974 -4.08478
H46 2.70489 -5.32576 -3.91159
H47 4.03850 -6.40422 -1.80119
H48 2.54362 -5.48566 -1.55696
H49 2.82729 -8.50717 -1.67163
H50 1.84492 -7.48777 -0.56129

=====

(2)
ORCA calculation (the ωB97M-V functional and the def2-TZVPD basis) on a structure of composition C48H35F4N8O9P2Se2Ta.

lowest unoccupied orbital energy: -1.75 eV
E_HOMO: -7.8 eV
Kohn-Sham gap: 0.22181 hartree
E_tot: -8907.651272 Ha
energy above the lowest of the compared OMol25 structures with the same formula, charge and spin: 35.52 kcal/mol

Atoms and positions in Å:
Ta1 1.02359 0.35875 1.96038
O1 3.06726 6.38595 2.49629
C1 2.72045 5.09793 2.37402
C2 3.22267 4.26659 1.37462
C3 2.78725 2.96636 1.32163
N1 1.92424 2.47262 2.19830
C4 1.43423 3.27034 3.14983
C5 1.79600 4.58270 3.28235
C6 0.42330 2.58457 4.00615
O2 -0.19749 3.15122 4.86550
O3 0.29622 1.31942 3.67271
C7 3.15609 1.99723 0.23720
O4 3.97702 2.29523 -0.60461
O5 2.47592 0.90580 0.31511
H1 3.70175 6.63696 1.81719
H2 3.92547 4.61376 0.62648
H3 1.34977 5.19103 4.05724
Se1 -4.78616 3.07120 -1.21221
P1 -3.23164 1.93408 -2.00205
C8 -3.77475 0.23734 -2.31179
C9 -3.95718 -0.58150 -1.19693
C10 -4.63959 -1.77989 -1.32230
C11 -5.13666 -2.16540 -2.56027
C12 -4.94523 -1.35899 -3.67297
C13 -4.27532 -0.14945 -3.55008
C14 -2.49750 2.56618 -3.54005
C15 -1.61487 1.78164 -4.27635
C16 -1.05096 2.27613 -5.44117
C17 -1.36701 3.55894 -5.87088
C18 -2.24322 4.34542 -5.13459
C19 -2.81218 3.85029 -3.96821
C20 -1.81179 1.79026 -0.86619
C21 -0.70721 0.96464 -0.66320
N2 -0.10389 1.45598 0.45971
N3 -0.79657 2.49773 0.91231
N4 -1.79595 2.72391 0.12250
P2 0.26557 -0.34229 -1.43559
Se2 0.99964 -1.61022 0.18180
C22 -0.53365 -1.48454 -2.57924
C23 -1.24473 -2.56629 -2.06279
C24 -1.72513 -3.53925 -2.92308
C25 -1.51301 -3.42999 -4.29061
C26 -0.81196 -2.34851 -4.80588
C27 -0.30930 -1.37871 -3.95248
C28 1.49523 0.53240 -2.42595
C29 1.37109 1.88858 -2.69965
C30 2.31673 2.51370 -3.50040
C31 3.38617 1.79205 -4.00566
C32 3.51847 0.44039 -3.71479
C33 2.57157 -0.19415 -2.93247
H4 -3.58099 -0.26356 -0.22966
H5 -4.78632 -2.41072 -0.45355
H6 -5.68020 -3.09799 -2.65755
H7 -5.33951 -1.66018 -4.63576
H8 -4.15493 0.50065 -4.40854
H9 -1.37944 0.78147 -3.93309
H10 -0.36262 1.66393 -6.01297
H11 -0.92842 3.94533 -6.78301
H12 -2.48514 5.34721 -5.46734
H13 -3.49963 4.44526 -3.37840
H14 -1.40372 -2.65982 -0.99410
H15 -2.25971 -4.38846 -2.51564
H16 -1.88766 -4.19759 -4.95772
H17 -0.63559 -2.26634 -5.87115
H18 0.27920 -0.56363 -4.35208
H19 0.54585 2.46115 -2.29476
H20 2.21882 3.57032 -3.71370
H21 4.12443 2.28944 -4.62224
H22 4.36326 -0.11749 -4.09951
H23 2.66140 -1.24881 -2.69505
N5 -1.74860 -4.44647 0.76537
N6 -1.80040 -3.20239 1.47111
H24 -2.01653 -5.22599 1.35365
H25 -0.78811 -4.58799 0.48229
H26 -1.36602 -3.27312 2.38397
H27 -2.77349 -2.96501 1.60760
F1 -4.27960 3.24005 3.22454
C34 -4.27282 1.92263 3.39962
C35 -3.16852 1.29211 3.79630
N7 -3.13726 -0.08092 3.99114
C36 -1.89676 -0.74561 4.33380
C37 -0.90644 -0.69904 3.20360
O6 0.26063 -1.19480 3.34914
O7 -1.17754 -0.14604 2.10942
C38 -4.23896 -0.87446 3.72090
O8 -4.21248 -2.09294 3.78004
N8 -5.36836 -0.17188 3.38089
C39 -5.52797 1.21238 3.20057
O9 -6.60355 1.68447 2.93318
H28 -2.25950 1.84033 4.00199
H29 -2.12390 -1.78460 4.55790
H30 -1.42995 -0.28726 5.20494
H31 -6.19255 -0.72986 3.21849
F2 7.87142 -5.56899 5.12449
C40 7.75480 -5.23019 3.83019
F3 7.50106 -6.35918 3.13973
F4 8.96236 -4.79117 3.42100
C41 6.69161 -4.19709 3.60239
C42 6.37750 -3.84467 2.29570
C43 5.41091 -2.88747 2.05758
C44 4.75197 -2.27608 3.12895
C45 5.07237 -2.64188 4.43618
C46 6.04403 -3.59975 4.67275
C47 3.72674 -1.31211 2.87219
C48 2.85002 -0.49956 2.65210
H32 6.89149 -4.32515 1.47275
H33 5.14558 -2.60545 1.04687
H34 4.54936 -2.17429 5.26013
H35 6.29559 -3.88892 5.68347

=====

(3)
ORCA calculation (the ωB97M-V functional and the def2-TZVPD basis) on a structure of composition C40H47BrN4O8SSiW.

lowest unoccupied orbital energy (alpha / beta): -1.47 / -1.47 eV
E_HOMO (alpha / beta): -7.9 / -7.9 eV
Kohn-Sham gap (alpha / beta): 0.23781 / 0.23778 hartree
E_tot: -5702.244303 Ha
energy above the lowest of the compared OMol25 structures with the same formula, charge and spin: 3.32 kcal/mol

Atoms and positions in Å:
W1 -0.20491 -1.02230 -0.70182
O1 1.55830 0.74142 -6.53707
C1 1.24516 0.36313 -5.44770
C2 0.40747 1.15035 -4.41799
O2 0.00344 2.28278 -4.56404
C3 0.30089 0.23956 -3.30079
C4 0.98914 -0.92988 -3.47473
O3 0.97542 -1.77576 -2.52895
C5 1.62416 -0.98578 -4.80627
O4 2.29873 -1.85623 -5.28845
O5 -0.33448 0.33885 -2.13947
C6 2.82632 2.26892 0.85292
Si1 2.16447 1.51558 -0.75835
C7 3.44886 1.64645 -2.11281
C8 0.77608 2.67796 -1.18671
N1 1.70532 -0.20864 -0.52322
C9 2.75864 -1.08397 -0.16679
C10 4.05278 -0.65985 0.17038
C11 5.07831 -1.53890 0.47724
C12 4.86154 -2.90354 0.46226
C13 3.59912 -3.37025 0.13840
C14 2.58811 -2.47720 -0.16419
O6 1.30678 -2.92906 -0.46353
C15 1.17149 -4.27246 -0.88180
C16 0.88693 -5.22278 0.08114
C17 0.73907 -6.54915 -0.29984
C18 0.89278 -6.91022 -1.62955
C19 1.21289 -5.94535 -2.57439
C20 1.36091 -4.61540 -2.20887
H1 2.69596 3.35134 0.76937
H2 3.87437 2.09834 1.08736
H3 2.22730 1.95469 1.71224
H4 3.77926 2.68668 -2.18820
H5 3.00472 1.38054 -3.07304
H6 4.32911 1.02069 -1.96530
H7 1.13182 3.67665 -0.91625
H8 -0.12566 2.47428 -0.61093
H9 0.52942 2.69142 -2.24808
H10 4.28171 0.38734 0.17769
H11 6.05579 -1.14097 0.71739
H12 5.65756 -3.60105 0.68323
H13 3.40184 -4.43154 0.10095
H14 0.81013 -4.93198 1.11852
H15 0.51262 -7.29787 0.44800
H16 0.77545 -7.94375 -1.92768
H17 1.34871 -6.22386 -3.61105
H18 1.60941 -3.85609 -2.93187
O7 -0.16911 -3.97295 4.19079
C21 -0.02842 -3.04527 3.22483
C22 0.79615 -1.91323 3.41179
C23 0.90913 -0.99879 2.40286
N2 0.19739 -1.23555 1.29252
C24 -0.53913 -2.28318 1.06527
Br1 -1.65549 -2.66088 -1.93838
C25 -0.71315 -3.24893 2.03756
H19 0.35530 -3.74003 4.96524
H20 1.33506 -1.77576 4.34034
H21 1.51066 -0.10282 2.44498
H22 -1.32966 -4.12376 1.89813
C26 -2.55231 -0.73110 2.92411
C27 -3.68110 -1.09281 1.95928
C28 -3.68086 -2.49558 1.35625
C29 -3.91987 -0.02501 0.90882
C30 -5.19813 0.51870 0.96396
C31 -5.63273 1.49084 0.08870
C32 -4.74551 1.95373 -0.84884
C33 -3.43812 1.47800 -0.95131
C34 -2.61504 2.19638 -1.99332
C35 -2.51228 3.68918 -1.66558
C36 -3.19828 1.97917 -3.39110
C37 -3.02243 0.45010 -0.08367
O8 -1.72990 -0.10958 -0.16259
H23 -2.40215 -1.52815 3.65586
H24 -2.81728 0.18017 3.46296
H25 -1.60981 -0.52594 2.42289
H26 -4.58547 -1.07416 2.57164
H27 -2.91202 -2.65153 0.61175
H28 -4.63777 -2.66377 0.85816
H29 -3.57669 -3.24544 2.14388
H30 -5.87482 0.14805 1.72365
H31 -6.63908 1.88395 0.14831
H32 -5.05497 2.73134 -1.53418
H33 -1.61921 1.79587 -1.99113
H34 -3.47754 4.19235 -1.74917
H35 -1.81888 4.16989 -2.35868
H36 -2.15545 3.82963 -0.64183
H37 -4.18709 2.43316 -3.48972
H38 -3.29522 0.91304 -3.60838
H39 -2.54160 2.41984 -4.13741
C38 0.91986 5.76987 1.59696
N3 -0.05722 4.70006 1.72587
C39 -0.03742 3.66015 2.57948
S1 -0.91186 2.26239 2.23345
N4 0.68662 3.74851 3.72149
C40 0.99075 4.97098 4.45475
H40 0.81728 6.18812 0.59831
H41 1.93813 5.39265 1.70417
H42 0.75861 6.57262 2.31467
H43 -0.61332 4.50557 0.90870
H44 0.55981 2.92317 4.28362
H45 1.83216 5.51178 4.02821
H46 1.26147 4.68769 5.46880
H47 0.12472 5.63416 4.50489

=====

(4)
ORCA calculation (the ωB97M-V functional and the def2-TZVPD basis) on a cluster of 2 separate species, C2H3PS3 in total.

lowest unoccupied orbital energy (alpha / beta): -1.96 / -1.40 eV
E_HOMO (alpha / beta): -8.7 / -8.1 eV
Kohn-Sham gap (alpha / beta): 0.24772 / 0.24643 hartree
E_tot: -1613.778245 Ha
energy above the lowest of the compared OMol25 structures with the same formula, charge and spin: 54.48 kcal/mol

Atoms and positions in Å:
C1 -1.47453 1.55614 -0.51523
C2 -2.74275 1.23216 -0.67032
P1 2.36430 -0.63779 -1.06997
S1 0.05801 1.65814 -0.28123
S2 -2.14426 -1.47477 0.21454
S3 -3.62121 -0.24995 -0.33365
H1 -3.38755 2.08169 -0.87430
H2 2.20705 -1.17462 0.19582
H3 3.25232 -1.67239 -1.58192

=====

(5)
ORCA calculation (the ωB97M-V functional and the def2-TZVPD basis) on the molecule C5H8O2.

lowest unoccupied orbital energy: 1.01 eV
E_HOMO: -8.3 eV
Kohn-Sham gap: 0.34344 hartree
E_tot: -345.676558 Ha
energy above the lowest of the compared OMol25 structures with the same formula, charge and spin: 80.57 kcal/mol

Atoms and positions in Å:
O1 -1.79244 1.33723 -0.47398
C1 -1.05010 0.53410 0.39370
C2 -0.80655 -0.88979 -0.08467
C3 0.64923 -0.80127 -0.58297
C4 1.46549 -0.26006 0.60847
C5 0.76885 0.95002 0.11801
O2 0.73818 0.52659 -1.21762
H1 -1.27660 1.32850 -1.30126
H2 -1.51147 0.64178 1.38853
H3 -0.90249 -1.62408 0.72172
H4 -1.49096 -1.16058 -0.89069
H5 1.02233 -1.59586 -1.22580
H6 1.27543 -0.63186 1.61679
H7 2.53327 -0.21023 0.38793
H8 0.37783 1.85551 0.54184

=====

(6)
ORCA calculation (the ωB97M-V functional and the def2-TZVPD basis) on the molecule C4H9N3.

lowest unoccupied orbital energy: 0.79 eV
E_HOMO: -9.7 eV
Kohn-Sham gap: 0.38455 hartree
E_tot: -322.033003 Ha
SMILES: C[C@@](N)(C#N)CN
energy above the lowest of the compared OMol25 structures with the same formula, charge and spin: 35.99 kcal/mol

Atoms and positions in Å:
C1 -0.23666 -0.71017 -1.39648
C2 0.30438 -0.28211 0.03445
N1 0.46477 -1.65085 0.76328
C3 1.58904 0.27996 -0.26337
N2 2.63883 0.71937 -0.46509
C4 -0.58078 0.60680 0.87379
N3 -0.74123 1.84875 0.25768
H1 -1.32976 -0.83128 -1.43161
H2 0.00512 0.08679 -2.12046
H3 0.21311 -1.62273 -1.81312
H4 1.50979 -1.65330 1.05579
H5 -0.10571 -1.67656 1.56464
H6 -1.43692 0.05302 1.17253
H7 0.01145 0.58926 1.80831
H8 -0.94836 1.68038 -0.75956
H9 -1.35708 2.56269 0.71922

=====

Which value of E_tot does entry 5 give?
-345.676558 Ha

=====

The highest E_tot belongs to which entry?
C4H9N3

=====

Number 5 is which compound?
C5H8O2